1) A cluster of 2 separate species, C5H15N3 in total, computed with wB97M-V/def2-TZVPD.

Positions of all 23 atoms, in Å:
N: -0.76 2.33 0.61
C: -0.74 1.52 -0.60
C: -1.18 0.08 -0.26
N: -1.35 -0.65 -1.49
N: -2.38 0.03 0.57
H: -0.50 3.29 0.39
H: -0.08 1.97 1.27
H: 0.24 1.48 -1.09
H: -1.46 1.96 -1.30
H: -0.38 -0.40 0.31
H: -1.63 -1.60 -1.28
H: -2.09 -0.23 -2.05
H: -3.13 0.54 0.11
H: -2.20 0.52 1.44
C: 2.33 0.08 0.73
C: 1.85 -1.14 0.91
C: 1.74 -2.18 -0.16
H: 2.41 0.79 1.53
H: 2.66 0.41 -0.24
H: 1.54 -1.46 1.89
H: 0.73 -2.57 -0.20
H: 1.99 -1.76 -1.13
H: 2.41 -3.00 0.05

Output
2S+1: 1
net charge: 0
LUMO: 1.1 eV
SMILES: NCC(N)N.C=CC
highest occupied orbital energy: -9.135 eV

natural (NBO) atomic charge list, values in e, 2 entries: -0.846, -0.235

2) A cluster of 2 separate species, C5H15N3 in total, computed with wB97M-V/def2-TZVPD.

Positions of all 23 atoms, in Å:
N: 0.71 -1.68 -1.67
C: 0.86 -0.26 -1.69
C: 1.79 0.35 -2.40
N: 2.03 1.76 -2.32
H: -0.25 -1.97 -1.86
H: 0.96 -2.06 -0.77
H: 0.19 0.25 -1.00
H: 2.46 -0.24 -3.02
H: 1.45 2.23 -3.00
H: 2.98 2.00 -2.51
C: 0.43 0.70 2.59
C: -0.65 0.22 1.61
C: -1.97 -0.26 2.20
N: -2.81 -0.75 1.10
H: 0.73 -0.09 3.27
H: 0.02 1.54 3.15
H: 1.28 1.01 1.99
H: -0.88 1.05 0.94
H: -0.29 -0.61 1.00
H: -2.48 0.57 2.69
H: -1.78 -1.07 2.91
H: -3.78 -0.84 1.36
H: -2.50 -1.67 0.83

Output
2S+1: 1
net charge: 0
LUMO: 1.0 eV
SMILES: N/C=C/N.CCCN
highest occupied orbital energy: -8.752 eV

natural (NBO) atomic charge list, values in e, 2 entries: -0.859, -0.063

Stability check: which of them is most stable? 1).

1) An isolated molecule of C5H15N3, computed with wB97M-V/def2-TZVPD.

Positions of all 23 atoms, in Å:
C: 0.38 -2.58 -0.14
C: 1.31 -1.50 0.37
C: 0.84 0.14 -0.13
N: 1.80 1.06 0.43
C: -0.56 0.31 0.35
N: -0.69 0.52 1.78
C: -1.15 1.71 -0.53
N: -1.37 1.38 -1.92
H: 0.75 -3.58 0.09
H: -0.61 -2.49 0.32
H: 0.27 -2.52 -1.23
H: 1.43 -1.58 1.46
H: 2.32 -1.64 -0.04
H: 0.92 0.09 -1.21
H: 1.98 1.83 -0.22
H: 1.44 1.47 1.30
H: -1.24 -0.46 -0.01
H: -1.62 0.25 2.09
H: -0.03 -0.06 2.29
H: -2.09 1.97 -0.05
H: -0.48 2.57 -0.42
H: -1.34 2.20 -2.52
H: -2.26 0.92 -2.07

Output
2S+1: 1
net charge: 0
LUMO: 1.0 eV
SMILES: CC[C@H](N)[C@@H](N)CN
highest occupied orbital energy: -8.368 eV

natural (NBO) atomic charge list, values in e, 2 entries: -0.626, -0.408

2) A cluster of 2 separate species, C5H15N3 in total, computed with wB97M-V/def2-TZVPD.

Positions of all 23 atoms, in Å:
C: -1.21 -0.55 0.37
C: 1.35 0.44 0.04
C: -0.64 -0.41 -1.01
C: 1.07 1.89 -0.26
C: 2.20 -0.31 -0.95
N: -2.01 -1.76 0.57
N: -1.93 0.63 0.86
N: -0.02 -0.68 1.27
H: 1.86 0.40 1.01
H: -2.63 -1.93 -0.21
H: -2.52 -1.76 1.45
H: -1.52 1.47 0.47
H: -2.90 0.59 0.58
H: -0.22 -0.41 2.23
H: 0.36 -1.62 1.22
H: -0.27 -1.35 -1.41
H: -1.32 0.09 -1.70
H: 0.35 2.31 0.44
H: 2.14 -1.39 -0.78
H: 2.00 2.46 -0.12
H: 0.71 2.02 -1.28
H: 1.88 -0.11 -1.97
H: 3.25 -0.03 -0.81

Output
2S+1: 1
net charge: 0
LUMO (spin up / spin down): 0.9 / 0.9 eV
highest occupied orbital energy (spin up / spin down): -6.721 / -6.724 eV

natural (NBO) atomic charge list, values in e, 2 entries: 0.359, 0.093

Stability check: which of them is most stable? 1).